Entry from the Open Molecules 2025 dataset: a molecular structure, C18H34HfN4OS8 at a distorted geometry (ωB97M-V/def2-TZVPD).

```
66
Properties=species:S:1:pos:R:3:forces:R:3
Hf 1.17306 0.15126 -0.04232 1.236 -1.220 0.847
C 0.76839 3.18443 2.81652 0.494 -0.137 0.938
C -0.25003 2.07195 3.14558 -0.926 0.451 0.787
S -0.61236 0.87776 1.80190 -2.325 0.628 0.893
C -2.16566 1.72867 1.02135 1.006 0.273 2.439
C -1.84021 2.67463 -0.09944 0.395 -1.158 -1.556
S -0.15392 2.31714 -0.82285 -1.693 0.954 -2.086
C 0.64489 3.96796 -0.98101 -1.049 -1.024 -0.168
C 1.39826 4.27206 0.26377 1.547 0.760 1.699
S 1.68335 2.81389 1.31512 1.474 0.578 0.053
H 1.59955 3.16977 3.60260 -1.511 0.426 -0.818
H 0.26768 4.17562 2.72917 0.664 -0.671 0.108
H -1.26156 2.50347 3.51678 1.740 -0.805 -0.681
H 0.17694 1.49179 3.97091 -0.339 -0.183 -0.289
H -2.69701 2.18806 1.91625 0.808 -0.218 -1.232
H -2.80892 0.94301 0.74567 -0.536 -1.154 -0.662
H -1.84867 3.69100 0.18818 0.106 1.117 0.345
H -2.48997 2.55113 -1.00086 0.209 0.137 1.027
H -0.14366 4.68571 -1.23306 0.264 -0.137 -0.014
H 1.27540 3.80967 -1.83178 0.370 0.300 -0.504
H 0.95815 5.03515 0.91832 -0.286 -0.270 -0.316
H 2.42645 4.66726 0.12769 -0.647 -0.187 -0.556
N 0.98103 -0.30924 -2.45870 0.526 -1.370 1.254
C 1.77889 0.23447 -3.56074 -0.486 1.199 -0.532
C 3.20613 0.58249 -3.27759 0.743 1.517 -0.163
C 3.47218 1.58740 -2.14298 1.096 -0.571 -0.475
N 3.32125 0.89810 -0.81957 0.116 1.331 0.656
H 1.25777 -1.32090 -2.38753 -0.619 0.949 -0.004
H -0.01322 -0.30298 -2.69984 0.388 0.029 0.049
H 1.31832 1.18272 -3.89097 -0.197 -0.522 0.001
H 1.75010 -0.48524 -4.36098 -0.045 -0.031 -0.608
H 3.58948 1.09650 -4.19233 -0.260 -0.623 0.479
H 3.82668 -0.27110 -3.11656 0.468 -0.798 0.059
H 2.78795 2.42278 -2.22826 -0.254 0.180 0.226
H 4.51007 2.01138 -2.31721 -1.097 -0.567 0.594
H 3.67474 1.50858 -0.03793 -0.219 -0.789 -0.957
H 3.89651 0.03894 -0.79558 -0.377 0.523 0.012
S 1.81656 -5.58882 4.15535 0.705 1.163 -0.764
C 2.36459 -4.30674 3.27166 -0.487 -0.281 -0.347
S 2.60437 -4.35321 1.47929 0.412 0.085 1.343
C 2.88211 -2.64261 1.23570 -0.847 1.290 2.072
C 2.86009 -1.80927 2.38307 -0.386 -3.317 -2.442
S 2.43063 -0.16248 2.22546 -0.533 1.350 -0.390
S 2.65996 -2.68139 3.92280 0.101 -0.189 -0.664
S 2.51744 -2.09782 -0.40987 -0.233 0.532 0.445
C -2.68982 -0.74749 -2.21008 0.081 1.808 -1.186
N -2.81962 -1.44378 -0.98546 -0.642 0.083 0.809
C -4.18460 -1.83091 -0.53701 0.621 -1.302 0.101
C -4.10651 -3.28964 -0.04352 0.006 1.172 1.429
C -3.08336 -3.28694 1.12478 -2.992 0.161 1.085
N -1.84601 -2.69668 0.72017 0.765 1.553 -1.076
C -0.64090 -3.18671 1.36221 0.131 0.420 1.768
C -1.75848 -1.66577 -0.19435 0.452 -1.616 1.942
O -0.65029 -0.97948 -0.23851 -0.949 -0.394 -1.024
H -1.88595 -1.13911 -2.82364 0.023 -0.435 -0.177
H -2.41404 0.31022 -2.03755 -0.307 -0.111 -0.158
H -3.62769 -0.77074 -2.81544 0.789 -0.086 0.686
H -4.86828 -1.74415 -1.36518 0.000 0.094 -0.404
H -4.55100 -1.16283 0.25183 0.229 -0.108 -0.036
H -3.78393 -3.98794 -0.80271 -0.063 0.001 -0.384
H -5.08893 -3.56947 0.35573 0.274 -0.154 -0.190
H -2.97122 -4.31771 1.47558 0.508 0.237 -0.180
H -3.59433 -2.74109 2.05009 1.282 -0.762 -1.766
H -0.45402 -2.64913 2.33938 -0.064 -0.468 -0.897
H 0.20837 -3.05324 0.71449 0.210 -0.086 -0.150
H -0.78316 -4.25032 1.61403 0.129 0.444 -0.288
```
Forces are in eV/Å.

## Properties
HOMO energy = -0.436 hartree
frontier orbital gap = 5.59 eV
total charge = +2